#1
A structure of composition C7H13NO, computed with the ωB97M-V functional and the def2-TZVPD basis.

Last column: natural (NBO) charge in e.
Cartesian coordinates (Å):
C -1.34 -0.73 0.56  -0.52
C 1.21 -1.64 -0.17  -0.67
C 1.70 0.62 0.87  -0.70
C -2.13 0.37 1.25  -0.64
C -1.11 0.12 -1.24  0.60
C 0.22 0.49 -1.17  -0.16
C 0.85 -0.18 -0.08  0.30
N 0.83 1.50 -1.91  -0.80
O -2.16 0.41 -1.74  -0.57
H 1.59 1.23 -2.51  0.37
H 0.20 2.16 -2.35  0.38
H -0.68 -1.20 1.29  0.20
H -1.95 -1.53 0.15  0.21
H 1.30 -2.11 0.81  0.21
H 0.50 -2.19 -0.78  0.24
H 1.54 0.25 1.89  0.23
H 2.19 -1.70 -0.65  0.23
H 2.77 0.49 0.65  0.23
H 1.47 1.68 0.83  0.24
H -2.94 0.74 0.61  0.22
H -2.57 0.01 2.18  0.21
H -1.49 1.22 1.49  0.20

As for the gap between HOMO and LUMO (alpha / beta): 7.6 / 7.6 eV. The total charge is 0.



#2
An isolated molecule of C7H13NO, computed with the ωB97M-V functional and the def2-TZVPD basis.

Last column: natural (NBO) charge in e.
Cartesian coordinates (Å):
C -0.58 1.87 0.59  -0.65
C -1.13 0.56 0.09  0.04
C -2.54 0.64 -0.40  -0.64
C -0.39 -0.55 0.09  0.00
C -0.80 -1.88 -0.46  -0.63
C 1.02 -0.54 0.63  -0.54
C 2.03 -0.10 -0.43  0.68
N 3.32 -0.29 -0.04  -0.83
O 1.75 0.37 -1.50  -0.61
H -1.28 2.68 0.38  0.21
H -0.42 1.85 1.67  0.21
H 0.37 2.10 0.11  0.23
H -3.00 -0.33 -0.53  0.21
H -3.15 1.21 0.30  0.21
H -2.57 1.17 -1.36  0.22
H -0.04 -2.22 -1.16  0.22
H -0.88 -2.62 0.35  0.21
H -1.75 -1.84 -0.98  0.21
H 1.29 -1.55 0.96  0.22
H 1.12 0.13 1.48  0.23
H 4.06 -0.01 -0.66  0.40
H 3.56 -0.66 0.86  0.39

As for the gap between HOMO and LUMO: 9.4 eV. The total charge is 0. As for the SMILES: CC(C)=C(C)CC(N)=O.



Stability check: which of them is most stable? #2.



#1
A cluster of 2 separate species, C3H2O3 in total, computed with the ωB97M-V functional and the def2-TZVPD basis.

Last column: natural (NBO) charge in e.
Cartesian coordinates (Å):
O 2.28 0.85 -0.57  -0.44
C 1.49 0.09 -0.31  0.49
C -0.82 0.61 -0.45  0.59
O -0.87 1.41 -1.31  -0.45
C -0.98 -0.30 0.51  -0.16
O -0.32 -1.49 0.47  -0.70
H 0.62 -1.22 0.22  0.44
H -1.39 0.06 1.45  0.22

As for the gap between HOMO and LUMO: 8.9 eV. The total charge is 0.



#2
An isolated molecule of C3H2O3, computed with the ωB97M-V functional and the def2-TZVPD basis.

Last column: natural (NBO) charge in e.
Cartesian coordinates (Å):
O 2.14 0.82 0.63  -0.43
C 1.02 0.38 0.74  0.32
C 0.28 -0.11 -0.51  0.36
O 0.84 -0.31 -1.56  -0.41
C -1.22 -0.32 -0.37  0.34
O -1.77 -0.25 0.70  -0.46
H 0.47 0.31 1.69  0.15
H -1.76 -0.53 -1.31  0.14

As for the gap between HOMO and LUMO: 8.3 eV. The total charge is 0. As for the SMILES: O=CC(=O)C=O.



#3
A structure of composition C3H2O3, computed with the ωB97M-V functional and the def2-TZVPD basis.

Last column: natural (NBO) charge in e.
Cartesian coordinates (Å):
C 0.22 -1.00 -2.73  0.78
C 0.01 0.18 -0.14  -0.14
C -0.08 0.01 -1.58  0.39
O -0.41 -1.27 -3.69  -0.54
O 1.25 -1.24 -2.10  -0.54
O 0.47 1.10 -1.13  -0.36
H -0.88 0.48 0.40  0.20
H 0.79 -0.33 0.41  0.22

As for the gap between HOMO and LUMO: 10.6 eV. The total charge is 0.



#4
A cluster of 2 separate species, C3H2O3 in total, computed with the ωB97M-V functional and the def2-TZVPD basis.

Last column: natural (NBO) charge in e.
Cartesian coordinates (Å):
C 1.97 0.42 0.47  1.03
C -1.50 -0.13 -0.47  -0.31
C -0.82 0.21 0.87  0.33
O 2.62 -0.48 0.75  -0.50
O 1.38 1.32 0.09  -0.52
O -0.33 -0.75 0.26  -0.44
H -2.27 -0.88 -0.54  0.21
H -1.05 0.29 -1.42  0.21

As for the gap between HOMO and LUMO: 10.5 eV. The total charge is 0.



Stability check: which of them is most stable? #2.



#1
A cluster of 14 separate species, C14H56N28O14 in total, computed with the ωB97M-V functional and the def2-TZVPD basis.

Last column: Löwdin charge in e.
Cartesian coordinates (Å):
C -3.62 1.70 2.36  -0.78
O -4.02 0.84 3.07  0.07
N -2.99 1.45 1.17  0.15
N -3.73 2.98 2.50  0.17
H -3.15 0.58 0.69  0.06
H -2.83 2.28 0.63  0.03
H -4.28 3.33 3.27  0.12
H -3.36 3.57 1.76  0.08
C -1.36 -5.43 0.82  -0.76
O -0.61 -6.47 0.95  -0.01
N -1.03 -4.34 1.31  0.16
N -2.33 -5.27 -0.01  0.16
H -0.09 -4.09 1.61  0.08
H -1.69 -3.58 1.26  0.10
H -2.91 -4.44 0.07  0.08
H -2.63 -6.14 -0.43  0.13
C -3.54 -1.41 -1.45  -0.77
O -2.89 -0.38 -1.19  -0.02
N -3.89 -1.88 -2.61  0.20
N -3.81 -2.29 -0.63  0.19
H -4.04 -2.87 -2.66  0.12
H -3.92 -1.37 -3.49  0.13
H -3.49 -2.00 0.28  0.14
H -4.57 -2.96 -0.71  0.15
C 4.54 -0.57 -0.43  -0.86
O 4.33 -0.96 -1.56  0.01
N 4.89 0.59 -0.07  0.21
N 4.52 -1.42 0.53  0.18
H 5.01 1.27 -0.81  0.06
H 5.10 0.89 0.87  0.11
H 4.38 -2.40 0.31  0.09
H 4.76 -1.18 1.48  0.06
C 0.12 1.58 -3.97  -0.82
O 0.23 2.43 -3.14  0.05
N 0.55 1.70 -5.19  0.16
N -0.24 0.35 -3.76  0.19
H 0.55 0.98 -5.90  0.12
H 1.01 2.60 -5.29  0.11
H -0.08 -0.41 -4.41  0.12
H -0.68 0.21 -2.86  0.08
C 4.52 2.72 -3.10  -0.70
O 5.36 2.44 -2.21  0.00
N 3.34 2.13 -3.29  0.19
N 4.72 3.67 -3.96  0.16
H 2.82 2.43 -4.10  0.07
H 3.02 1.35 -2.73  0.11
H 5.62 4.12 -3.84  0.12
H 4.16 3.86 -4.78  0.11
C 0.67 -3.79 -2.45  -0.83
O 0.79 -4.83 -3.06  0.04
N -0.32 -3.48 -1.73  0.21
N 1.65 -2.90 -2.54  0.16
H -0.98 -4.25 -1.68  0.10
H -0.49 -2.70 -1.12  0.08
H 2.42 -3.02 -3.18  0.11
H 1.83 -2.14 -1.89  0.07
C -0.72 -1.35 4.26  -0.83
O -0.56 -1.28 5.44  0.05
N -0.94 -2.44 3.58  0.19
N -0.91 -0.28 3.57  0.18
H -0.95 -2.46 2.57  0.05
H -0.95 -3.33 4.06  0.13
H -0.95 0.68 3.87  0.12
H -0.79 -0.46 2.58  0.08
C -6.17 1.23 -0.89  -0.77
O -6.43 0.03 -0.66  0.01
N -5.01 1.78 -1.25  0.17
N -6.98 2.13 -0.63  0.16
H -4.18 1.20 -1.26  0.06
H -4.84 2.76 -1.40  0.10
H -7.92 1.81 -0.45  0.14
H -6.77 2.97 -1.15  0.12
C 2.35 -3.69 1.80  -0.78
O 2.12 -3.49 2.96  0.06
N 3.45 -4.23 1.45  0.17
N 1.62 -3.34 0.72  0.18
H 3.73 -4.36 0.49  0.12
H 4.15 -4.04 2.15  0.13
H 0.71 -2.92 0.79  0.05
H 1.99 -3.59 -0.19  0.09
C -1.86 4.92 -0.40  -0.94
O -2.23 3.87 -0.28  0.13
N -2.42 5.94 0.06  0.19
N -0.75 5.24 -0.95  0.21
H -2.03 6.86 -0.04  0.12
H -3.41 5.85 0.27  0.13
H -0.50 6.20 -0.79  0.12
H -0.10 4.49 -1.14  0.11
C 3.31 -0.45 3.53  -0.73
O 4.43 -0.42 3.01  -0.02
N 2.23 0.16 3.18  0.20
N 3.09 -1.22 4.58  0.17
H 2.24 0.84 2.43  0.07
H 1.46 -0.06 3.80  0.09
H 3.87 -1.85 4.69  0.12
H 2.18 -1.64 4.66  0.09
C 0.12 -0.27 -0.09  -0.72
O -0.49 -1.22 0.41  -0.04
N 1.37 -0.18 0.08  0.23
N -0.46 0.82 -0.61  0.20
H 1.98 0.61 -0.09  0.10
H 1.86 -0.86 0.64  0.09
H 0.03 1.54 -1.13  0.08
H -1.46 0.76 -0.66  0.06
C 2.04 3.10 1.26  -0.78
O 2.32 3.00 0.10  0.04
N 2.88 2.75 2.14  0.17
N 0.75 3.17 1.69  0.18
H 3.82 2.62 1.79  0.13
H 2.75 3.05 3.10  0.14
H 0.05 3.01 0.98  0.07
H 0.51 2.93 2.64  0.10

As for the gap between HOMO and LUMO: 9.1 eV. The total charge is 0.



#2
A cluster of 14 separate species, C14H56N28O14 in total, computed with the ωB97M-V functional and the def2-TZVPD basis.

Last column: Löwdin charge in e.
Cartesian coordinates (Å):
C -5.28 -0.77 -0.37  -0.79
O -4.37 -0.66 0.48  -0.01
N -5.20 -1.36 -1.53  0.17
N -6.39 -0.15 -0.25  0.16
H -5.98 -1.69 -2.08  0.12
H -4.26 -1.70 -1.67  0.12
H -6.42 0.31 0.65  0.12
H -7.23 -0.51 -0.69  0.12
C -4.71 1.31 5.84  -0.79
O -5.26 2.12 6.56  0.04
N -3.74 1.60 5.04  0.15
N -4.89 0.00 5.77  0.15
H -3.34 0.93 4.40  0.11
H -3.33 2.50 5.23  0.12
H -4.37 -0.42 5.01  0.10
H -5.67 -0.43 6.25  0.12
C 0.26 -2.89 6.32  -0.75
O 0.20 -3.02 5.07  -0.02
N 0.48 -3.87 7.13  0.15
N 0.10 -1.75 6.97  0.16
H 0.62 -4.80 6.76  0.12
H 0.41 -3.88 8.14  0.11
H -0.06 -0.86 6.51  0.12
H 0.13 -1.75 7.98  0.10
C 3.70 3.48 6.36  -0.82
O 2.80 3.09 5.62  0.02
N 4.70 4.18 5.98  0.17
N 3.79 3.30 7.64  0.15
H 4.88 4.42 5.01  0.13
H 5.20 4.56 6.76  0.12
H 4.74 3.02 7.84  0.12
H 3.02 2.74 7.99  0.12
C 6.71 0.74 -3.52  -0.79
O 6.30 -0.14 -4.29  -0.01
N 7.96 0.89 -3.23  0.17
N 5.87 1.61 -3.04  0.17
H 8.32 1.52 -2.53  0.12
H 8.52 0.19 -3.70  0.12
H 6.13 2.33 -2.38  0.11
H 4.93 1.27 -2.89  0.12
C -2.72 1.39 -5.69  -0.86
O -1.60 1.56 -5.66  0.13
N -3.30 0.27 -6.06  0.16
N -3.62 2.33 -5.41  0.15
H -4.15 0.12 -5.52  0.10
H -2.81 -0.54 -6.40  0.12
H -3.20 3.15 -4.99  0.11
H -4.60 2.28 -5.65  0.10
C 0.89 -2.67 -8.81  -0.82
O -0.28 -2.77 -8.97  0.06
N 1.61 -3.53 -9.43  0.16
N 1.57 -1.89 -7.93  0.16
H 1.28 -4.03 -10.25  0.13
H 2.54 -3.30 -9.11  0.10
H 0.95 -1.28 -7.42  0.11
H 2.57 -1.92 -7.82  0.10
C 3.79 6.66 -0.57  -0.76
O 4.75 6.41 -1.31  -0.01
N 3.20 7.84 -0.66  0.15
N 3.33 5.83 0.31  0.16
H 3.62 8.45 -1.34  0.12
H 2.41 8.08 -0.07  0.11
H 2.86 6.22 1.12  0.11
H 3.50 4.83 0.37  0.12
C -1.17 6.87 6.22  -0.76
O -2.12 7.59 6.13  0.06
N -0.71 6.18 5.21  0.14
N -0.31 6.67 7.25  0.14
H -1.06 6.34 4.28  0.12
H 0.17 5.69 5.19  0.10
H 0.47 6.05 7.09  0.09
H -0.38 6.97 8.21  0.11
C -3.02 5.58 -0.33  -0.81
O -3.45 6.68 -0.06  0.04
N -2.22 5.39 -1.38  0.14
N -3.31 4.48 0.23  0.17
H -1.81 4.48 -1.53  0.10
H -2.08 6.09 -2.10  0.11
H -4.13 4.42 0.81  0.14
H -2.75 3.74 -0.18  0.11
C -2.76 -6.28 -4.60  -0.79
O -2.38 -5.15 -4.40  0.02
N -2.59 -6.77 -5.81  0.14
N -3.39 -7.12 -3.80  0.17
H -2.91 -7.69 -6.07  0.11
H -2.14 -6.08 -6.39  0.12
H -3.64 -6.80 -2.88  0.12
H -3.55 -8.03 -4.21  0.11
C -0.99 -7.36 1.91  -0.78
O -1.76 -8.31 1.81  0.01
N 0.25 -7.46 2.21  0.16
N -1.32 -6.10 1.68  0.15
H 0.51 -8.43 2.32  0.12
H 0.95 -6.79 1.92  0.12
H -0.70 -5.43 2.11  0.10
H -2.24 -5.77 1.40  0.11
C 0.79 0.08 -0.31  -0.76
O 1.03 1.07 -0.99  0.01
N 0.39 -1.19 -0.60  0.16
N 0.81 0.21 0.97  0.14
H 0.20 -1.40 -1.57  0.11
H 0.18 -1.79 0.19  0.10
H 1.00 1.17 1.22  0.13
H 0.65 -0.64 1.48  0.11
C 3.54 -5.40 -3.06  -0.79
O 3.11 -6.21 -2.25  0.00
N 2.81 -4.77 -4.00  0.16
N 4.74 -5.01 -2.94  0.16
H 1.85 -5.02 -4.17  0.11
H 3.20 -4.00 -4.51  0.10
H 5.12 -4.17 -3.37  0.12
H 5.23 -5.50 -2.20  0.13

As for the gap between HOMO and LUMO: 9.2 eV. The total charge is 0.



Stability check: which of them is most stable? #1.